A molecular structure, C11H23FHfNO2P2 at a distorted geometry, computed with the ωB97M-V functional and the def2-TZVPD basis.

Last column: Mulliken charge in e.
Cartesian coordinates (Å):
Hf: 0.724 -1.009 1.246  0.9280
P: 1.068 1.491 1.971  0.1749
C: 0.927 2.116 0.306  -0.9528
C: 1.001 1.293 -0.853  1.1999
N: 0.847 -0.093 -0.755  0.2358
C: 0.742 -0.856 -1.878  0.9475
C: 1.000 -0.320 -3.129  -0.6064
C: 1.217 1.052 -3.256  -0.6687
C: 1.192 1.852 -2.133  -0.5786
C: 0.382 -2.327 -1.736  -1.2786
P: -0.655 -2.698 -0.245  0.5852
H: 1.349 2.930 -2.186  0.5441
H: 1.021 -0.993 -3.986  0.5658
H: 1.426 1.482 -4.232  0.5093
H: -0.193 -2.662 -2.613  0.6240
H: 1.291 -2.957 -1.704  0.4388
H: -1.145 2.780 -0.175  0.2847
H: 1.053 3.197 0.168  0.5860
H: -2.610 1.412 0.786  0.4162
O: -2.119 2.676 -0.258  -0.6013
H: -2.469 3.572 -0.403  0.3204
H: -0.899 -0.628 1.724  -0.1647
O: -2.684 0.681 1.459  -0.5962
H: -2.722 -0.132 0.923  0.2267
C: -2.334 -2.395 -0.872  -1.2856
H: -2.539 -3.033 -1.745  0.4484
H: -3.052 -2.624 -0.071  0.4235
H: -2.459 -1.337 -1.142  0.3877
C: -0.540 -4.499 -0.089  -1.1354
H: -1.206 -4.816 0.724  0.4162
H: -0.827 -4.996 -1.028  0.4168
H: 0.487 -4.769 0.189  0.4207
C: 2.711 2.014 2.555  -1.0984
H: 2.775 3.111 2.583  0.4271
H: 2.883 1.586 3.551  0.4176
H: 3.462 1.616 1.862  0.4339
C: -0.118 2.461 2.954  -1.0781
H: -0.039 2.177 4.013  0.4447
H: 0.098 3.535 2.846  0.4554
H: -1.135 2.223 2.614  0.2735
F: 2.092 -2.115 2.014  -0.5083

Output
LUMO level (spin up / spin down) in hartree: -0.5409 / -0.5409
Gap between HOMO and LUMO (spin up / spin down) in eV: 4.32 / 4.32
Net charge: +3